# 1
Density functional theory data (ωB97M-V/def2-TZVPD) for a molecular structure, C23H27KN6O4S3.

```
64
C23H27KN6O4S3 ωB97M-V/def2-TZVPD
K -0.97 -1.20 0.06
N -3.10 -5.28 -2.05
C -2.16 -4.23 -2.19
S -2.51 -3.05 -3.41
N -1.14 -4.35 -1.41
N -0.22 -3.28 -1.42
C 0.92 -3.58 -1.89
C 2.14 -2.74 -1.84
C 3.24 -3.22 -2.54
C 4.48 -2.60 -2.54
C 4.62 -1.45 -1.75
C 3.56 -0.95 -1.03
C 2.25 -1.54 -1.06
O 1.29 -1.03 -0.40
H -4.01 -4.97 -2.35
H -3.10 -5.64 -1.11
H 1.05 -4.56 -2.36
H 3.11 -4.14 -3.11
H 5.31 -3.00 -3.10
H 5.58 -0.95 -1.70
H 3.67 -0.09 -0.39
C -2.82 0.46 -4.17
N -2.70 1.54 -3.20
C -3.27 2.82 -3.56
C -2.00 1.34 -2.06
O -1.50 0.27 -1.77
C -1.81 2.55 -1.13
O -1.04 2.26 -0.02
C 0.32 2.01 -0.30
C 1.05 1.83 1.02
O 0.47 1.36 1.98
N 2.38 2.14 1.02
C 3.06 2.61 -0.17
C 3.18 1.73 2.15
H -3.87 0.30 -4.41
H -2.42 -0.46 -3.73
H -2.27 0.70 -5.08
H -4.12 2.65 -4.22
H -2.56 3.47 -4.08
H -3.65 3.35 -2.69
H -2.79 2.87 -0.76
H -1.39 3.39 -1.72
H 0.74 2.80 -0.93
H 0.46 1.04 -0.81
H 2.94 1.94 -1.02
H 4.13 2.66 0.05
H 2.74 3.62 -0.46
H 2.53 1.22 2.86
H 3.64 2.59 2.65
H 3.97 1.05 1.83
S -4.89 0.49 2.44
C -3.50 0.46 3.44
N -2.37 -0.19 3.29
C -1.50 0.07 4.32
C -0.22 -0.48 4.42
C 0.58 -0.16 5.51
C 0.13 0.71 6.50
C -1.14 1.26 6.42
C -1.95 0.94 5.33
S -3.55 1.45 4.92
H 0.15 -1.13 3.64
H 1.58 -0.59 5.58
H 0.77 0.95 7.35
H -1.50 1.94 7.19
```

DFT total energy   -3316.74874 a.u.
Energy relative to the best compared isomer or geometry (same formula, charge and spin)   142.7 kJ/mol
LUMO energy   3.97 eV
HOMO   -1.71 eV
Orbital gap   5.678 eV
Total charge   -2



# 2
Density functional theory data (ωB97M-V/def2-TZVPD) for a molecular structure, C26H31N8O2PReS2Se2.

```
73
C26H31N8O2PReS2Se2 ωB97M-V/def2-TZVPD
Re -0.75 -0.12 -0.54
S -3.92 -1.81 6.18
N -3.79 -0.39 5.43
C -3.12 -0.62 4.31
C -2.78 0.38 3.31
C -3.10 1.73 3.44
C -2.71 2.60 2.45
C -2.04 2.10 1.34
N -1.74 0.81 1.20
C -2.09 -0.05 2.18
C -1.69 -1.45 2.02
N -0.98 -1.76 0.91
C -0.57 -3.01 0.74
C -0.84 -4.02 1.66
C -1.56 -3.72 2.79
C -2.00 -2.40 2.98
C -2.74 -1.97 4.15
N -3.13 -2.75 5.15
H -3.63 2.07 4.32
H -2.93 3.66 2.51
H -1.72 2.76 0.54
H 0.00 -3.22 -0.16
H -0.47 -5.02 1.47
H -1.79 -4.47 3.53
O -1.46 0.02 -4.40
C -0.32 0.50 -5.11
C 0.82 0.79 -4.14
C 1.99 1.29 -5.03
O 3.10 1.58 -4.20
C 1.37 -0.45 -3.45
Se 0.23 -1.52 -2.27
C 0.54 1.96 -3.20
Se -0.93 1.89 -1.90
H -2.14 -0.19 -5.05
H -0.56 1.42 -5.65
H 0.02 -0.24 -5.84
H 1.67 2.18 -5.59
H 2.24 0.50 -5.76
H 3.81 1.95 -4.73
H 2.25 -0.18 -2.87
H 1.69 -1.17 -4.20
H 0.29 2.85 -3.79
H 1.43 2.20 -2.64
C 4.46 0.44 0.69
N 3.74 1.71 0.61
C 3.42 2.16 1.97
N 2.66 1.17 2.74
C 3.41 -0.09 2.76
N 3.74 -0.60 1.43
C 2.55 -1.04 0.71
P 1.38 0.37 0.47
C 2.56 1.61 -0.23
C 1.32 0.99 2.21
H 5.41 0.62 1.20
H 4.67 0.08 -0.32
H 2.85 3.09 1.92
H 4.35 2.35 2.49
H 2.84 -0.84 3.31
H 4.35 0.09 3.29
H 2.05 -1.83 1.27
H 2.81 -1.44 -0.27
H 2.05 2.58 -0.30
H 2.85 1.32 -1.24
H 0.76 0.28 2.83
H 0.78 1.94 2.24
S -5.30 -0.58 -1.62
C -4.51 -2.08 -1.81
C -3.20 -1.95 -1.53
N -2.82 -0.68 -1.14
C -3.85 0.13 -1.14
H -5.04 -2.96 -2.14
H -2.45 -2.73 -1.62
H -3.78 1.18 -0.89
```

DFT total energy   -7616.35801 a.u.
Energy relative to the best compared isomer or geometry (same formula, charge and spin)   0.0 kJ/mol
LUMO energy (alpha / beta)   -6.27 / -7.04 eV
HOMO (alpha / beta)   -13.15 / -13.23 eV
Orbital gap (alpha / beta)   6.881 / 6.187 eV
Total charge   +2
Spin multiplicity   4



# 3
Density functional theory data (ωB97M-V/def2-TZVPD) for a molecular structure, C9H12O2S.

```
24
C9H12O2S ωB97M-V/def2-TZVPD
C 0.27 -0.55 -0.14
C -0.80 -1.36 -0.19
C -0.07 0.81 -0.09
C -2.33 -0.31 0.46
C 1.75 -0.98 -0.17
C 0.89 1.95 0.13
C 2.68 0.22 -0.47
C 2.21 1.40 0.55
C -3.69 -0.93 0.25
O -2.32 2.35 -0.31
O -0.84 -2.73 -0.33
S -1.68 1.02 -0.55
H 2.23 -1.31 0.70
H 1.85 -1.75 -0.93
H 0.98 2.46 -0.79
H 0.64 2.72 0.80
H 3.62 -0.24 -0.27
H 2.82 0.57 -1.56
H 3.02 2.12 0.39
H 2.41 1.11 1.63
H -4.33 -0.21 -0.13
H -4.03 -1.30 1.27
H -3.64 -1.86 -0.40
H -1.64 -3.17 0.14
```

DFT total energy   -898.57013 a.u.
Energy relative to the best compared isomer or geometry (same formula, charge and spin)   574.3 kJ/mol
LUMO energy (alpha / beta)   -0.74 / -0.46 eV
HOMO (alpha / beta)   -7.52 / -7.86 eV
Orbital gap (alpha / beta)   6.784 / 7.396 eV
Total charge   0



# 4
Density functional theory data (ωB97M-V/def2-TZVPD) for C2H3N3O in the gas phase.

```
9
C2H3N3O ωB97M-V/def2-TZVPD
N 1.58 0.73 -0.23
C 0.01 0.16 -0.11
C -0.55 -1.07 -0.09
O -1.85 -0.83 0.02
N -2.06 0.53 0.15
N -0.92 1.10 0.12
H 2.14 -0.08 -0.02
H 1.75 1.47 0.43
H -0.10 -2.00 -0.28
```

SMILES   Nc1conn1
DFT total energy   -317.41538 a.u.
Energy relative to the best compared isomer or geometry (same formula, charge and spin)   307.0 kJ/mol
LUMO energy   0.73 eV
HOMO   -9.77 eV
Orbital gap   10.491 eV
Total charge   0



# 5
Density functional theory data (ωB97M-V/def2-TZVPD) for 2 unconnected molecules or ions with the total composition C2HNO4.

```
8
C2HNO4 ωB97M-V/def2-TZVPD
C 1.55 0.02 -0.28
C -1.63 0.48 0.31
N -1.30 -0.70 0.01
O 0.57 0.05 0.52
O 1.71 -0.25 -1.40
O -1.73 1.61 0.07
O -1.47 -1.83 0.27
H 2.29 0.63 0.51
```

DFT total energy   -432.31032 a.u.
Energy relative to the best compared isomer or geometry (same formula, charge and spin)   532.2 kJ/mol
LUMO energy (alpha / beta)   -2.67 / -2.16 eV
HOMO (alpha / beta)   -10.23 / -10.19 eV
Orbital gap (alpha / beta)   7.559 / 8.031 eV
Total charge   0



# 6
Density functional theory data (ωB97M-V/def2-TZVPD) for C7H8S2 in the gas phase.

```
17
C7H8S2 ωB97M-V/def2-TZVPD
S -0.15 -1.17 2.58
C 0.06 -0.72 1.07
C 0.20 -1.43 -0.13
C -0.06 -0.48 -1.28
C 1.18 0.39 -1.27
C 1.24 1.05 -0.13
C 0.02 0.68 0.59
S -0.43 2.22 1.53
C -0.99 0.42 -0.43
H -0.72 -2.11 0.00
H 1.07 -2.18 -0.19
H -0.50 -1.00 -2.13
H 1.88 0.23 -2.07
H 1.89 1.82 0.24
H -1.22 1.46 2.62
H -1.76 -0.36 -0.13
H -1.71 1.19 -0.87
```

SMILES   S=C1C[C@@H]2C=C[C@@]1(S)C2
DFT total energy   -1067.77378 a.u.
Energy relative to the best compared isomer or geometry (same formula, charge and spin)   364.8 kJ/mol
LUMO energy   -0.05 eV
HOMO   -8.60 eV
Orbital gap   8.543 eV
Total charge   0



# 7
Density functional theory data (ωB97M-V/def2-TZVPD) for 2 unconnected molecules or ions with the total composition C6H16N.

```
23
C6H16N ωB97M-V/def2-TZVPD
C 0.40 -0.88 2.36
C 0.61 -0.59 0.87
C -0.54 0.03 0.24
C -0.59 0.86 -0.93
C -1.21 2.23 -0.63
C 0.81 0.99 -1.62
N 0.88 -1.84 0.08
H 1.07 -1.68 2.67
H -0.64 -1.15 2.59
H 0.61 0.00 2.97
H 1.46 0.07 0.73
H -1.25 -3.33 -1.17
H -1.49 -0.17 0.75
H -1.17 0.34 -1.70
H -2.26 2.11 -0.39
H -0.72 2.74 0.19
H -1.16 2.89 -1.49
H 0.70 1.62 -2.51
H 1.12 0.00 -1.95
H 1.59 1.43 -0.98
H 0.12 -2.05 -0.56
H -1.37 -3.69 -1.81
H 0.93 -2.62 0.72
```

DFT total energy   -292.58767 a.u.
Energy relative to the best compared isomer or geometry (same formula, charge and spin)   358.6 kJ/mol
LUMO energy   -6.80 eV
HOMO   -14.62 eV
Orbital gap   7.817 eV
Total charge   +1



# 8
Density functional theory data (ωB97M-V/def2-TZVPD) for a molecular structure, C45H95ClN5O5Tl.

```
152
C45H95ClN5O5Tl ωB97M-V/def2-TZVPD
Tl 2.32 -1.93 4.03
Cl 0.37 -0.96 1.34
C -2.75 1.63 -0.84
C -3.68 2.12 0.28
C -5.06 2.51 -0.34
C -5.98 1.32 -0.77
C -6.11 0.35 0.43
C -4.72 -0.10 1.07
N -3.98 1.16 1.38
O -2.82 0.86 2.13
C -4.99 -0.90 2.38
C -3.98 -1.14 0.14
C -3.02 3.42 0.78
H -3.25 1.03 -1.60
H -2.02 0.96 -0.38
H -2.40 2.41 -1.50
H -5.48 3.11 0.46
H -4.85 3.13 -1.22
H -5.50 0.81 -1.60
H -6.95 1.69 -1.11
H -6.78 -0.44 0.08
H -6.75 0.89 1.12
H -5.44 -1.83 2.03
H -4.10 -1.16 2.94
H -5.70 -0.33 2.97
H -2.95 -1.20 0.51
H -4.37 -2.14 0.27
H -3.91 -0.81 -0.90
H -3.67 3.86 1.54
H -2.85 4.25 0.09
H -2.02 3.37 1.21
H -2.19 0.51 1.50
C 2.26 3.51 4.73
C 1.79 2.31 3.81
C 1.07 2.69 2.43
C 2.05 3.28 1.47
C 3.28 2.36 1.26
C 3.97 1.87 2.52
N 2.94 1.41 3.45
O 3.51 0.87 4.60
C 4.90 0.69 2.10
C 4.99 2.99 3.03
C 0.67 1.51 4.53
H 1.71 3.60 5.66
H 2.29 4.43 4.16
H 3.28 3.39 5.09
H 0.74 1.75 1.97
H 0.17 3.30 2.47
H 2.43 4.28 1.69
H 1.58 3.46 0.51
H 3.97 2.92 0.64
H 3.00 1.54 0.60
H 5.61 0.42 2.88
H 4.42 -0.23 1.75
H 5.58 1.08 1.35
H 4.63 4.02 3.00
H 5.18 2.84 4.10
H 5.93 3.01 2.49
H 0.30 0.66 3.96
H -0.19 2.14 4.77
H 0.95 1.21 5.54
H 4.09 1.58 4.88
C 1.54 6.46 -2.76
C 1.84 4.90 -2.87
C 0.51 4.21 -2.79
C 0.56 2.67 -3.09
C 1.21 2.48 -4.42
C 2.57 3.24 -4.73
N 2.54 4.63 -4.16
O 3.79 5.15 -4.26
C 3.71 2.32 -4.11
C 2.73 3.15 -6.24
C 2.74 4.65 -1.71
H 1.30 6.92 -3.72
H 2.44 6.95 -2.41
H 0.73 6.76 -2.09
H 0.32 4.23 -1.71
H -0.29 4.69 -3.36
H -0.47 2.32 -2.95
H 1.09 2.07 -2.35
H 0.56 2.78 -5.24
H 1.38 1.42 -4.64
H 3.45 2.26 -3.06
H 3.84 1.35 -4.60
H 4.71 2.73 -4.22
H 2.76 2.10 -6.55
H 2.03 3.74 -6.83
H 3.64 3.68 -6.49
H 3.65 5.23 -1.82
H 2.99 3.59 -1.60
H 2.29 5.03 -0.80
H 3.66 6.07 -4.47
C -1.33 -1.85 -1.81
C -0.86 -2.96 -2.72
C -1.21 -2.53 -4.25
C -0.20 -1.63 -4.94
C 1.15 -2.10 -4.69
C 1.56 -2.39 -3.20
N 0.57 -3.21 -2.54
O 0.81 -3.49 -1.22
C 2.90 -3.13 -3.37
C 1.98 -1.06 -2.54
C -1.67 -4.23 -2.52
H -2.39 -1.75 -2.07
H -0.97 -0.86 -2.10
H -1.18 -2.10 -0.77
H -1.33 -3.34 -4.96
H -2.03 -1.82 -4.15
H -0.35 -0.74 -4.33
H -0.44 -1.35 -5.97
H 1.78 -1.30 -5.06
H 1.29 -2.98 -5.32
H 3.51 -3.25 -2.47
H 2.78 -4.08 -3.88
H 3.66 -2.70 -4.03
H 2.39 -1.15 -1.53
H 2.73 -0.59 -3.17
H 1.12 -0.42 -2.32
H -1.68 -4.87 -3.40
H -2.74 -4.08 -2.38
H -1.45 -4.76 -1.60
H 0.50 -2.67 -0.84
C -1.69 -2.24 4.48
C -1.74 -3.75 3.84
C -2.62 -3.73 2.58
C -2.64 -5.00 1.76
C -1.16 -5.23 1.40
C -0.11 -5.24 2.53
N -0.38 -4.19 3.50
O 0.51 -4.22 4.62
C -0.21 -6.66 3.21
C 1.29 -5.02 1.97
C -2.41 -4.81 4.83
H -1.59 -1.41 3.78
H -1.05 -2.09 5.34
H -2.68 -2.04 4.89
H -3.61 -3.58 3.02
H -2.30 -2.86 2.00
H -3.36 -4.81 0.97
H -3.09 -5.79 2.37
H -0.81 -4.53 0.63
H -1.26 -6.19 0.90
H 0.01 -7.48 2.52
H 0.53 -6.68 4.01
H -1.23 -6.76 3.58
H 1.98 -5.66 2.50
H 1.40 -5.46 0.98
H 1.68 -4.03 1.74
H -3.34 -4.45 5.28
H -1.86 -5.01 5.74
H -2.74 -5.74 4.37
H 0.25 -5.02 5.07
```

DFT total energy   -3053.23849 a.u.
LUMO energy   -10.60 eV
HOMO   -12.23 eV
Orbital gap   1.630 eV
Total charge   +2



# 9
Density functional theory data (ωB97M-V/def2-TZVPD) for 11 unconnected molecules or ions with the total composition C18H57NO11.

```
87
C18H57NO11 ωB97M-V/def2-TZVPD
C 0.12 -2.97 -0.33
C -0.69 -3.13 0.97
C -0.56 -4.68 1.24
C -0.12 -2.22 2.16
C -1.05 -2.24 3.35
C -2.35 -1.64 2.99
C -3.05 -2.33 1.84
C -3.69 -3.64 2.49
C -4.22 -1.45 1.38
N -2.12 -2.64 0.72
O -2.76 -3.28 -0.43
H -0.13 -3.71 -1.09
H -0.12 -1.99 -0.73
H 1.19 -3.03 -0.13
H -0.83 -5.08 2.22
H -0.98 -5.28 0.43
H 0.44 -5.08 1.13
H 0.87 -2.60 2.40
H -0.12 -1.24 1.67
H -1.17 -3.26 3.73
H -0.65 -1.59 4.13
H -2.21 -0.56 2.94
H -2.97 -1.82 3.87
H -2.93 -4.36 2.80
H -4.24 -4.20 1.74
H -4.27 -3.44 3.39
H -3.69 -0.63 0.91
H -4.88 -1.08 2.16
H -4.94 -1.86 0.67
H -2.95 -4.16 -0.09
C 4.42 -1.98 -0.45
C 5.56 -2.81 -1.06
C 6.49 -1.90 -1.73
O 6.20 -3.48 0.05
H 4.86 -1.18 0.15
H 3.66 -2.42 0.18
H 3.83 -1.38 -1.15
H 5.23 -3.63 -1.70
H 5.89 -1.09 -2.13
H 7.06 -2.48 -2.46
H 7.10 -1.37 -1.00
H 5.64 -4.11 0.51
C -2.14 3.31 2.75
C -2.56 4.43 3.70
C -2.30 4.17 5.17
O -1.93 5.67 3.23
H -2.52 2.31 2.95
H -1.06 3.35 2.69
H -2.46 3.60 1.75
H -3.64 4.55 3.69
H -1.32 4.62 5.34
H -2.24 3.11 5.41
H -3.16 4.55 5.73
H -2.30 5.95 2.39
C -0.22 2.08 -0.18
C 0.58 1.85 -1.45
C 1.73 0.89 -1.46
O -0.44 1.27 -2.30
H 0.57 2.26 0.55
H -0.86 1.25 0.12
H -0.69 3.07 -0.14
H 0.90 2.83 -1.80
H 2.37 0.99 -0.58
H 2.44 1.13 -2.26
H 1.49 -0.17 -1.53
H -0.97 0.62 -1.84
O -1.94 -1.31 -4.22
H -2.24 -1.10 -3.33
H -1.78 -0.47 -4.63
O 3.22 3.68 -2.82
H 3.87 4.34 -2.61
H 2.53 4.15 -3.28
O -2.36 3.26 -3.37
H -2.55 3.81 -2.61
H -1.96 2.48 -3.01
O 1.10 5.07 -3.78
H 0.71 4.80 -4.62
H 0.57 5.81 -3.50
O 0.90 1.69 -4.87
H 0.46 1.32 -4.11
H 1.80 1.36 -4.81
O -2.52 -0.37 -1.60
H -2.57 -1.18 -1.09
H -3.26 0.16 -1.29
O 5.37 2.22 -3.42
H 4.52 2.65 -3.38
H 6.01 2.92 -3.29
```

SMILES   CC1(C)CCCC(C)(C)N1O.CC(C)O.CC(C)O.CC(C)O.O.O.O.O.O.O.O
DFT total energy   -1602.29360 a.u.
Energy relative to the best compared isomer or geometry (same formula, charge and spin)   2.0 kJ/mol
LUMO energy   0.14 eV
HOMO   -9.24 eV
Orbital gap   9.375 eV
Total charge   0



The lowest DFT total energy belongs to which entry?
C26H31N8O2PReS2Se2